# 1
A structure of composition C35H31GeN2OPtS2, computed with ωB97M-V/def2-TZVPD.

Last column: Mulliken spin population.
Geometry (Å):
Pt1 -1.97 0.98 -0.10  0.607
C1 3.07 3.27 4.27  0.000
C2 3.06 2.34 3.04  -0.001
C3 4.42 1.63 2.93  0.000
C4 2.87 3.20 1.79  -0.002
C5 1.95 1.31 3.20  -0.006
C6 2.02 0.39 4.28  -0.001
C7 1.07 -0.59 4.47  0.003
C8 0.01 -0.66 3.57  0.005
S1 -1.30 -1.81 3.48  0.009
C9 -1.89 -1.01 2.08  -0.015
N1 -1.19 0.04 1.72  0.129
C10 -0.09 0.25 2.53  -0.036
C11 0.89 1.23 2.33  -0.002
C12 -3.02 -1.39 1.24  0.027
C13 -3.91 -2.40 1.57  -0.003
C14 -4.98 -2.67 0.73  0.000
C15 -5.16 -1.89 -0.40  0.001
C16 -4.27 -0.88 -0.73  0.021
C17 -3.16 -0.62 0.07  0.006
H1 3.86 4.02 4.17  0.000
H2 3.25 2.71 5.19  0.000
H3 2.11 3.79 4.37  0.000
H4 5.21 2.36 2.80  0.000
H5 4.43 0.95 2.08  0.000
H6 4.64 1.05 3.83  0.000
H7 3.68 3.92 1.71  0.000
H8 1.93 3.76 1.82  0.001
H9 2.87 2.59 0.88  0.000
H10 2.85 0.45 4.97  0.000
H11 1.16 -1.29 5.30  0.000
H12 0.78 1.89 1.48  0.024
H13 -3.78 -2.98 2.48  0.000
H14 -5.68 -3.46 0.97  0.000
H15 -6.01 -2.08 -1.05  0.000
H16 -4.43 -0.30 -1.63  0.013
O1 -1.01 5.35 0.54  -0.001
S2 -0.83 3.93 0.75  0.010
N2 -1.45 2.98 -0.21  0.033
C18 3.02 -1.75 0.81  0.002
C19 3.12 -0.78 -0.17  0.000
C20 2.00 -0.41 -0.90  0.000
C21 0.76 -1.01 -0.68  0.014
C22 0.68 -2.00 0.30  -0.001
C23 1.79 -2.37 1.04  -0.001
Ge1 -0.81 -0.41 -1.68  0.097
C24 -0.28 0.86 -3.07  -0.017
C25 -0.35 0.51 -4.42  0.007
C26 0.07 1.38 -5.41  -0.003
C27 0.59 2.62 -5.06  0.006
C28 0.68 2.98 -3.73  -0.004
C29 0.25 2.11 -2.74  0.010
C30 -1.69 -1.92 -2.53  0.005
C31 -1.24 -3.23 -2.36  0.006
C32 -1.86 -4.29 -3.01  -0.002
C33 -2.94 -4.05 -3.84  0.004
C34 -3.39 -2.75 -4.04  0.004
C35 -2.77 -1.70 -3.39  0.041
H17 3.89 -2.03 1.39  0.000
H18 4.07 -0.30 -0.37  0.000
H19 2.09 0.36 -1.66  0.002
H20 -0.27 -2.48 0.51  0.002
H21 1.71 -3.13 1.81  0.000
H22 -0.74 -0.47 -4.70  0.002
H23 0.00 1.09 -6.45  0.000
H24 0.91 3.30 -5.84  0.000
H25 1.08 3.95 -3.45  0.000
H26 0.31 2.41 -1.71  0.002
H27 -0.38 -3.43 -1.73  0.001
H28 -1.50 -5.30 -2.86  0.000
H29 -3.43 -4.88 -4.35  0.000
H30 -4.23 -2.56 -4.70  0.000
H31 -3.13 -0.69 -3.56  0.005

Properties
2S+1: 2
Expectation value of S²: 0.7539
Lowest unoccupied orbital energy (spin up / spin down), hartree: -0.0274 / -0.0409
Kohn-Sham gap (spin up / spin down), eV: 7.2 / 7.5
ΔE to the lowest compared entry with this formula, charge and spin, eV: 0.5827

# 2
A structure of composition C35H31N10O7Ti at a distorted geometry, computed with ωB97M-V/def2-TZVPD.

Last column: Löwdin charge in e.
Geometry (Å):
Ti1 0.28 -1.51 0.39  1.167
O1 2.53 -1.79 5.96  0.072
C1 2.19 -1.67 4.66  -0.271
C2 2.09 -0.44 4.03  0.080
C3 1.67 -0.43 2.72  -0.158
N1 1.44 -1.56 2.08  0.011
C4 1.57 -2.75 2.64  -0.175
C5 1.94 -2.86 3.96  0.090
C6 1.28 -3.86 1.63  -0.558
O2 1.54 -5.02 1.89  0.098
O3 0.81 -3.37 0.52  -0.123
C7 1.31 0.76 1.83  -0.544
O4 1.69 1.89 2.09  0.086
O5 0.61 0.37 0.81  -0.117
H1 2.66 -0.91 6.34  0.111
H2 2.26 0.50 4.55  0.137
H3 2.02 -3.83 4.44  0.136
C8 5.39 -1.47 0.83  -0.124
C9 4.19 -2.14 0.83  -0.095
N2 3.18 -1.78 0.02  0.141
C10 3.40 -0.76 -0.79  -0.186
C11 4.61 -0.06 -0.74  -0.067
N3 5.60 -0.40 0.06  0.079
C12 2.32 -0.42 -1.74  -0.192
C13 2.61 0.25 -2.87  0.020
C14 1.59 0.66 -3.78  -0.160
C15 0.31 0.31 -3.46  0.039
C16 0.03 -0.45 -2.32  -0.210
N4 1.03 -0.84 -1.43  0.020
C17 -1.25 -0.92 -2.01  -0.222
C18 -2.40 -0.69 -2.81  -0.124
N5 -3.56 -1.22 -2.61  0.050
C19 -3.62 -2.09 -1.54  -0.153
C20 -2.58 -2.31 -0.71  -0.112
N6 -1.35 -1.70 -0.87  -0.006
C21 1.92 1.38 -5.03  -0.169
C22 1.03 2.28 -5.62  -0.023
C23 1.38 2.90 -6.81  -0.156
N7 2.53 2.71 -7.45  0.039
C24 3.38 1.86 -6.87  -0.158
C25 3.13 1.19 -5.69  -0.023
H4 6.20 -1.79 1.48  0.100
H5 4.02 -3.00 1.47  0.115
H6 4.77 0.82 -1.36  0.112
H7 3.65 0.50 -3.08  0.098
H8 -0.49 0.57 -4.14  0.104
H9 -2.33 -0.02 -3.67  0.102
H10 -4.55 -2.61 -1.38  0.091
H11 -2.67 -3.01 0.10  0.079
H12 0.08 2.51 -5.15  0.109
H13 0.69 3.60 -7.27  0.099
H14 4.32 1.70 -7.39  0.099
H15 3.87 0.50 -5.29  0.106
O6 -1.76 -4.17 1.61  0.053
C26 -1.83 -3.17 2.29  -0.500
C27 -2.66 -3.13 3.56  -0.088
C28 -2.36 -1.77 4.15  -0.088
C29 -1.45 -1.12 3.12  -0.473
O7 -0.97 -0.02 3.30  0.047
N8 -1.23 -1.94 2.02  0.095
H16 -2.39 -3.97 4.20  0.118
H17 -3.71 -3.25 3.27  0.120
H18 -1.82 -1.80 5.10  0.117
H19 -3.23 -1.13 4.28  0.117
C30 -3.29 1.31 0.62  -0.147
C31 -4.30 2.50 0.71  -0.158
N9 -3.58 3.78 0.64  -0.172
C32 -2.82 3.83 -0.61  -0.160
C33 -1.80 2.65 -0.68  -0.152
N10 -1.93 1.82 0.52  -0.153
C34 -1.64 2.64 1.70  -0.151
C35 -2.63 3.85 1.75  -0.159
H20 -3.50 0.69 -0.26  0.102
H21 -3.34 0.67 1.50  0.109
H22 -4.85 2.48 1.66  0.107
H23 -5.02 2.47 -0.10  0.107
H24 -2.31 4.79 -0.66  0.105
H25 -3.53 3.79 -1.44  0.107
H26 -0.77 2.99 -0.73  0.119
H27 -2.00 2.01 -1.55  0.100
H28 -0.60 2.97 1.63  0.106
H29 -1.72 2.01 2.58  0.095
H30 -2.10 4.80 1.68  0.106
H31 -3.19 3.86 2.69  0.106

Properties
Charge: -1
Lowest unoccupied orbital energy (spin up / spin down), hartree: 0.0727 / 0.0725
Kohn-Sham gap (spin up / spin down), eV: 5.2 / 5.2
ΔE to the lowest compared entry with this formula, charge and spin, eV: 0.2409

Question: Among the records above, which one has the lowest ΔE to the lowest compared entry with this formula, charge and spin?
Answer: C35H31N10O7Ti

Question: Which value of ΔE to the lowest compared entry with this formula, charge and spin does entry 2 give?
Answer: 0.2409 eV

Question: Which value of ΔE to the lowest compared entry with this formula, charge and spin does entry 2 give?
Answer: 0.2409 eV

Question: The lowest ΔE to the lowest compared entry with this formula, charge and spin belongs to which entry?
Answer: C35H31N10O7Ti